Entry 1:
Formula: C7H16ClNSi
Source: OMol25
Level of theory: the ωB97M-V functional and the def2-TZVPD basis

**Total energy**: -29409.2551 eV
**E_LUMO**: 0.8 eV
**Energy above the lowest of the compared OMol25 structures with the same formula, charge and spin**: 126.3 kJ/mol
**SMILES string**: C=C[Si@](Cl)(NC)C(C)(C)C
**2S+1**: 1
**HOMO level**: -8.88 eV
**Molar mass**: 177.751 g/mol
**Kohn-Sham gap**: 9.69 eV

XYZ file:
```
26
C7H16ClNSi | OMol25 | the ωB97M-V functional and the def2-TZVPD basis
Cl 1.729 0.718 2.400
Si 0.919 0.266 0.561
N 1.786 -1.207 0.273
C -1.701 0.375 -0.765
C -0.989 0.109 0.587
C 2.139 1.258 -1.921
C -1.480 -1.100 1.409
C -1.492 1.365 1.325
C 1.366 1.523 -0.849
C 1.272 -2.120 -0.676
H 1.671 -1.752 -1.675
H 2.764 -1.339 0.562
H -1.836 -1.851 0.679
H 0.211 -1.875 -0.661
H 2.150 1.934 -2.758
H -2.606 1.101 1.493
H -0.701 -1.629 1.959
H 2.598 0.298 -2.024
H -2.254 -0.690 2.035
H -2.298 1.333 -0.800
H 1.481 -3.108 -0.431
H -1.010 0.487 -1.612
H -1.062 1.557 2.276
H 0.978 2.550 -0.952
H -1.371 2.282 0.748
H -2.265 -0.484 -1.186
```

From a natural (NBO) analysis of the wavefunction, the atomic charges in e read: atom 1 (Cl): -0.391, atom 2 (Si): 1.785, atom 3 (N): -1.099, atom 4 (C): -0.626, atom 5 (C): -0.524, atom 6 (C): -0.349, atom 7 (C): -0.611, atom 8 (C): -0.599, atom 9 (C): -0.673, atom 10 (C): -0.387, atom 11 (H): 0.165, atom 12 (H): 0.403, atom 13 (H): 0.211, atom 14 (H): 0.186, atom 15 (H): 0.194, atom 16 (H): 0.203, atom 17 (H): 0.225, atom 18 (H): 0.182, atom 19 (H): 0.211, atom 20 (H): 0.218, atom 21 (H): 0.197, atom 22 (H): 0.225, atom 23 (H): 0.213, atom 24 (H): 0.214, atom 25 (H): 0.208, atom 26 (H): 0.218

***

Entry 2:
Formula: C6H10O
Source: OMol25
Level of theory: the ωB97M-V functional and the def2-TZVPD basis

**Total energy**: -8429.6431 eV
**E_LUMO**: 1.0 eV
**Energy above the lowest of the compared OMol25 structures with the same formula, charge and spin**: 154.1 kJ/mol
**SMILES string**: C1=CCOCCC1
**2S+1**: 1
**HOMO level**: -8.91 eV
**Molar mass**: 98.145 g/mol
**Kohn-Sham gap**: 9.95 eV

XYZ file:
```
17
C6H10O | OMol25 | the ωB97M-V functional and the def2-TZVPD basis
O 0.534 -1.553 -0.438
C -1.469 -0.195 0.006
C 1.426 0.739 0.504
C -0.660 -1.457 0.242
C 0.393 1.536 0.286
C 1.531 -0.613 -0.124
C -0.788 1.066 -0.484
H -1.247 -2.291 -0.144
H 1.770 -0.279 -1.149
H 0.494 2.597 0.466
H -1.985 0.003 0.942
H -1.539 1.871 -0.504
H -0.381 0.794 -1.495
H 2.305 -1.204 0.364
H -2.222 -0.469 -0.731
H 2.402 1.144 0.781
H -0.498 -1.599 1.312
```

From a natural (NBO) analysis of the wavefunction, the atomic charges in e read: atom 1 (O): -0.521, atom 2 (C): -0.422, atom 3 (C): -0.222, atom 4 (C): -0.057, atom 5 (C): -0.188, atom 6 (C): -0.125, atom 7 (C): -0.448, atom 8 (H): 0.188, atom 9 (H): 0.196, atom 10 (H): 0.204, atom 11 (H): 0.203, atom 12 (H): 0.223, atom 13 (H): 0.211, atom 14 (H): 0.186, atom 15 (H): 0.202, atom 16 (H): 0.217, atom 17 (H): 0.154

***

Entry 3:
Formula: C57H36BrN6O2Pb
Source: OMol25
Level of theory: the ωB97M-V functional and the def2-TZVPD basis

**Total energy**: -148006.6274 eV
**E_LUMO**: -3.8 eV
**Energy above the lowest of the compared OMol25 structures with the same formula, charge and spin**: 722.0 kJ/mol
**2S+1**: 1
**Total charge**: +1
**HOMO level**: -9.36 eV
**Molar mass**: 1124.059 g/mol
**Kohn-Sham gap**: 5.58 eV

XYZ file:
```
103
C57H36BrN6O2Pb | OMol25 | the ωB97M-V functional and the def2-TZVPD basis
Pb 0.015 0.259 -1.309
Br 6.535 1.863 -4.564
O 4.003 -0.593 1.430
O 2.310 -0.836 0.226
N 1.190 1.390 0.611
N -3.210 -2.802 5.624
N -1.783 -1.215 -1.821
N 0.886 -1.979 -1.048
N -1.647 1.674 -0.542
N -0.953 -0.850 1.148
C 5.210 -0.213 -1.260
C -1.498 2.818 0.160
C -1.079 -5.236 -3.770
C 6.874 1.131 2.975
C 4.168 0.589 -0.799
C -2.729 -2.385 4.669
C 5.921 0.169 -2.383
C 2.760 2.026 2.240
C -4.959 0.792 -2.167
C -3.130 -2.975 -2.440
C -0.919 4.708 2.904
C 1.805 2.950 2.177
C -3.550 0.574 -1.691
C 0.581 -3.221 -1.488
C -1.290 -6.555 -4.147
C 4.530 2.145 -2.588
C -6.487 1.165 -3.998
C -0.698 -2.093 1.573
C -0.983 -4.901 -2.423
C 4.743 -0.516 3.685
C 4.934 -0.090 2.388
C 2.381 0.945 1.279
C -3.900 -1.865 -2.349
C -7.326 1.014 -1.752
C -1.415 -7.544 -3.180
C -1.046 5.954 3.504
C 0.793 2.521 1.174
C -3.033 -0.781 -1.950
C 2.056 -2.061 -0.459
C 2.610 -3.340 -0.472
C 5.653 -0.099 4.644
C 3.388 0.209 0.372
C -1.324 -7.212 -1.835
C -0.391 3.250 0.913
C -2.122 -1.862 3.468
C -1.101 -5.896 -1.457
C 5.572 1.345 -3.036
C 1.647 -4.093 -1.162
C -6.034 0.812 -1.284
C -0.368 7.006 1.455
C -0.240 5.757 0.859
C -5.197 0.960 -3.529
C 5.977 0.720 1.996
C -0.730 -3.489 -2.020
C -0.771 7.106 2.779
C -2.954 1.607 -1.027
C -2.760 3.577 0.078
C -3.625 2.858 -0.645
C -2.397 -0.570 3.043
C 6.716 0.725 4.291
C -7.554 1.194 -3.109
C -1.253 -2.639 2.718
C 2.272 -0.575 1.774
C -1.791 -0.115 1.886
C -1.781 -2.593 -2.099
C -0.512 4.594 1.577
C 3.821 1.763 -1.462
H 3.616 2.012 2.895
H -4.964 -1.785 -2.507
H 7.699 1.773 2.696
H 3.000 2.369 -1.095
H -3.443 -3.978 -2.683
H 5.528 -0.419 5.670
H -0.874 8.078 3.245
H 0.069 5.677 -0.177
H -5.854 0.662 -0.225
H -4.363 0.935 -4.222
H 5.465 -1.129 -0.741
H -1.987 0.891 1.533
H -1.360 -6.808 -5.196
H -2.933 4.533 0.545
H 4.280 3.056 -3.114
H -6.660 1.303 -5.058
H -1.009 -3.649 3.017
H 1.744 3.856 2.760
H -1.144 3.809 3.469
H -0.989 -4.460 -4.522
H -4.640 3.119 -0.898
H 6.734 -0.437 -2.755
H -1.367 6.026 4.536
H 7.422 1.047 5.045
H 1.702 -5.149 -1.382
H -8.156 1.028 -1.056
H -0.027 -2.691 0.975
H 6.093 1.035 0.969
H -1.583 -8.572 -3.475
H 3.546 -3.671 -0.053
H -3.070 0.067 3.598
H -0.155 7.901 0.883
H -1.430 -7.978 -1.078
H -8.561 1.354 -3.474
H -1.031 -5.633 -0.408
H 3.895 -1.146 3.926
```

Mulliken population analysis, charges in e, atoms 1 to 99: atom 1 (Pb): 1.578, atom 2 (Br): -0.134, atom 3 (O): -0.028, atom 4 (O): 1.505, atom 5 (N): 0.726, atom 6 (N): -0.455, atom 7 (N): 0.171, atom 8 (N): 0.178, atom 9 (N): 0.036, atom 10 (N): 0.784, atom 11 (C): 0.219, atom 12 (C): 0.308, atom 13 (C): 0.180, atom 14 (C): -0.994, atom 15 (C): 0.012, atom 16 (C): -0.230, atom 17 (C): -0.791, atom 18 (C): -1.511, atom 19 (C): -1.017, atom 20 (C): -1.251, atom 21 (C): 0.304, atom 22 (C): -1.720, atom 23 (C): 1.140, atom 24 (C): -1.054, atom 25 (C): -0.857, atom 26 (C): -0.885, atom 27 (C): -0.891, atom 28 (C): 0.058, atom 29 (C): -0.575, atom 30 (C): -0.104, atom 31 (C): 0.194, atom 32 (C): 2.031, atom 33 (C): -1.293, atom 34 (C): -0.909, atom 35 (C): -0.408, atom 36 (C): -0.937, atom 37 (C): -0.206, atom 38 (C): 0.581, atom 39 (C): -0.091, atom 40 (C): -1.764, atom 41 (C): -0.834, atom 42 (C): 0.038, atom 43 (C): -0.911, atom 44 (C): 0.800, atom 45 (C): 0.419, atom 46 (C): 0.120, atom 47 (C): -0.043, atom 48 (C): -0.382, atom 49 (C): 0.154, atom 50 (C): -0.869, atom 51 (C): 0.316, atom 52 (C): 0.209, atom 53 (C): 0.121, atom 54 (C): 1.465, atom 55 (C): -0.375, atom 56 (C): 0.492, atom 57 (C): -1.568, atom 58 (C): -1.379, atom 59 (C): -1.106, atom 60 (C): -0.558, atom 61 (C): -0.382, atom 62 (C): -1.132, atom 63 (C): -1.540, atom 64 (C): -0.122, atom 65 (C): -0.161, atom 66 (C): -0.405, atom 67 (C): -0.192, atom 68 (H): 0.397, atom 69 (H): 0.514, atom 70 (H): 0.422, atom 71 (H): 0.611, atom 72 (H): 0.535, atom 73 (H): 0.422, atom 74 (H): 0.392, atom 75 (H): 0.446, atom 76 (H): 0.492, atom 77 (H): 0.464, atom 78 (H): 0.563, atom 79 (H): 0.297, atom 80 (H): 0.394, atom 81 (H): 0.509, atom 82 (H): 0.511, atom 83 (H): 0.393, atom 84 (H): 0.605, atom 85 (H): 0.589, atom 86 (H): 0.482, atom 87 (H): 0.468, atom 88 (H): 0.556, atom 89 (H): 0.473, atom 90 (H): 0.406, atom 91 (H): 0.444, atom 92 (H): 0.641, atom 93 (H): 0.408, atom 94 (H): 0.224, atom 95 (H): 0.475, atom 96 (H): 0.398, atom 97 (H): 0.616, atom 98 (H): 0.615, atom 99 (H): 0.394